52
Properties=species:S:1:pos:R:3:forces:R:3:nbo_charge:R:1 method="wB97M-V/def2-TZVPD" relative_energy_kj_mol=43.39 e_homo_ev=-8.78 smiles="Cc1ccc(S(=O)(=O)N2CCN(C(=O)NCc3ccc(C(=O)O)cc3)CC2)cc1" lumo_ev=0.452 orbital_gap_ev=9.23
C 7.370 -2.464 1.839 0.03 -0.02 -0.04 -0.63
C 6.319 -1.783 1.020 -0.03 0.12 -0.01 0.02
C 6.379 -0.414 0.781 -0.05 -0.12 -0.02 -0.22
C 5.417 0.210 0.005 -0.04 0.18 -0.10 -0.17
C 4.392 -0.542 -0.532 -0.35 0.38 -0.25 -0.38
S 3.128 0.232 -1.526 -0.10 -0.32 0.36 2.31
O 3.436 1.630 -1.672 0.16 -0.06 0.26 -0.95
O 2.913 -0.531 -2.721 -0.07 -0.22 0.04 -0.94
N 1.783 -0.024 -0.541 0.92 -0.12 -0.60 -0.67
C 0.520 -0.079 -1.246 -0.31 0.08 -0.61 -0.25
C 0.010 1.331 -1.576 -0.13 -0.34 -0.08 -0.23
N -0.096 2.109 -0.358 0.13 0.14 0.04 -0.46
C -1.212 2.156 0.446 0.03 0.13 -0.26 0.79
O -1.144 2.374 1.642 0.05 0.00 0.39 -0.67
N -2.413 1.985 -0.187 -0.23 -0.04 -0.22 -0.64
C -3.650 2.153 0.537 0.09 0.09 0.26 -0.25
C -4.609 1.020 0.295 -0.13 -0.08 -0.09 -0.01
C -4.140 -0.262 0.025 -0.02 0.08 0.04 -0.18
C -5.022 -1.301 -0.189 -0.28 -0.09 0.00 -0.15
C -6.397 -1.075 -0.132 0.15 0.29 0.07 -0.21
C -7.309 -2.211 -0.369 -0.03 -0.63 -0.15 0.78
O -6.955 -3.337 -0.621 0.04 0.09 0.03 -0.59
O -8.609 -1.883 -0.280 -0.39 0.33 0.08 -0.69
C -6.872 0.205 0.144 -0.01 -0.22 -0.02 -0.14
C -5.982 1.239 0.352 0.16 0.03 0.02 -0.23
C 1.191 2.220 0.309 0.16 0.08 0.35 -0.25
C 1.747 0.829 0.631 0.04 0.52 0.36 -0.25
C 4.311 -1.904 -0.311 0.02 -0.18 0.00 -0.10
C 5.276 -2.520 0.464 -0.08 0.11 -0.09 -0.23
H 7.894 -1.753 2.473 0.06 0.00 0.07 0.22
H 8.101 -2.936 1.183 0.08 -0.05 0.02 0.23
H 6.932 -3.240 2.462 0.02 -0.05 0.07 0.22
H 7.185 0.167 1.204 0.07 0.06 0.05 0.22
H 5.448 1.269 -0.197 0.05 0.13 0.02 0.24
H 0.691 -0.650 -2.159 -0.25 -0.04 0.04 0.24
H -0.201 -0.603 -0.610 0.06 0.02 -0.03 0.20
H -0.942 1.268 -2.102 0.08 0.03 -0.04 0.20
H 0.740 1.824 -2.227 -0.17 -0.01 -0.04 0.22
H -2.466 2.050 -1.189 0.11 0.02 0.05 0.39
H -4.128 3.108 0.283 0.04 -0.11 0.09 0.20
H -3.374 2.187 1.598 -0.11 0.08 -0.20 0.26
H -3.075 -0.436 -0.012 0.08 -0.03 -0.03 0.21
H -4.671 -2.299 -0.400 0.03 -0.08 -0.01 0.23
H -9.154 -2.668 -0.442 0.32 -0.02 -0.01 0.50
H -7.936 0.379 0.190 -0.07 0.03 0.00 0.23
H -6.353 2.232 0.563 -0.04 0.12 0.00 0.21
H 1.048 2.790 1.227 0.10 -0.05 -0.12 0.25
H 1.880 2.741 -0.360 -0.10 0.00 0.12 0.22
H 2.765 0.903 1.016 -0.06 0.04 0.22 0.22
H 1.114 0.345 1.382 0.09 0.01 -0.03 0.22
H 3.499 -2.457 -0.754 -0.09 -0.17 0.00 0.23
H 5.223 -3.584 0.644 -0.03 -0.11 0.01 0.22